Record 1
DFT (ωB97M-V/def2-TZVPD) results for a 2-piece molecular cluster, C6H6Si overall.

## Properties
Charge   0
Multiplicity   3
Frontier orbital gap (alpha / beta)   7.7 / 7.2 eV
E_LUMO (alpha / beta)   0.92 / -2.76 eV
F_max   6.213 eV/Å
Energy above the lowest of the compared OMol25 structures with the same formula, charge and spin   0.000 eV

Last column: Löwdin spin population.
Cartesian coordinates (Å):
Si 2.129 0.248 -1.150  1.21
C 1.498 -1.876 0.565  0.11
C -2.983 0.275 0.005  0.00
C 0.526 2.840 -0.926  0.22
C -2.433 -0.759 0.073  0.00
C 0.895 1.638 -0.917  0.17
C 1.569 -0.545 0.497  0.23
H 1.471 0.016 1.449  0.01
H -3.556 1.094 -0.163  0.00
H 1.000 -2.575 1.401  0.01
H 1.689 -2.380 -0.345  0.02
H -1.808 -1.642 0.221  0.00
H 0.002 3.665 -0.710  0.02

Record 2
DFT (ωB97M-V/def2-TZVPD) results for a 2-piece molecular cluster, C2H5O2S2 overall.

## Properties
Charge   -1
Frontier orbital gap   7.0 eV
E_LUMO   2.97 eV
F_max   3.525 eV/Å
Energy above the lowest of the compared OMol25 structures with the same formula, charge and spin   1.403 eV

Last column: Mulliken charge in e.
Cartesian coordinates (Å):
S -0.743 -2.073 -0.628  -0.10
S 0.938 -2.284 0.623  -0.24
O -0.042 2.229 0.740  -0.68
O 2.151 2.347 0.286  -0.64
C 1.085 1.749 0.355  0.43
C -1.447 -0.358 -0.361  -0.71
H -1.483 0.281 -1.242  0.27
H -2.379 -0.861 -0.073  0.32
H 2.009 -1.758 -0.045  0.16
H -1.000 -0.012 0.552  0.30
H 0.912 0.739 -0.205  -0.11

Record 3
DFT (ωB97M-V/def2-TZVPD) results for C24H20ClNPPt as an isolated structure.

## Properties
Charge   +1
Multiplicity   5
Frontier orbital gap (alpha / beta)   5.7 / 5.5 eV
E_LUMO (alpha / beta)   -3.33 / -6.83 eV
F_max   4.203 eV/Å
Energy above the lowest of the compared OMol25 structures with the same formula, charge and spin   0.000 eV

Last column: Löwdin spin population.
Cartesian coordinates (Å):
Pt -1.792 -0.179 1.537  1.31
Cl -2.150 -2.397 2.105  0.50
P 0.404 -0.224 0.187  0.19
N -3.014 0.555 3.969  0.18
C 0.292 2.207 -1.176  0.02
C -3.052 2.044 -0.023  0.25
C 1.935 3.967 -0.934  0.02
C 0.456 -1.479 -3.714  0.00
C -4.281 0.902 1.683  0.10
C -0.758 -2.250 -1.304  0.01
C 0.765 3.476 -1.525  0.00
C -2.963 0.632 -0.342  0.32
C 1.007 1.420 -0.251  0.03
C 2.610 3.220 0.037  0.00
C -3.792 2.228 1.114  0.47
C 2.687 -1.786 0.370  0.01
C 0.673 -0.724 -2.560  0.01
C 1.690 -1.102 2.496  0.01
C 3.737 -2.396 1.062  0.00
C -3.438 0.630 2.868  0.05
C 2.132 1.960 0.406  0.02
C -0.962 -3.004 -2.460  0.00
C 0.083 -1.122 -1.346  0.02
C 1.688 -1.104 1.087  0.03
C 3.770 -2.342 2.462  0.00
C 2.752 -1.705 3.178  0.00
C -3.747 -0.087 0.622  0.38
C -0.350 -2.621 -3.658  0.01
H -4.092 3.186 1.541  0.02
H 0.858 -0.639 3.030  0.01
H 4.521 -2.905 0.497  0.00
H 2.320 4.943 -1.229  0.00
H 1.301 0.168 -2.591  0.00
H -0.500 -3.217 -4.559  0.00
H 2.638 -1.823 -0.719  0.00
H 0.222 4.067 -2.268  0.00
H -2.677 2.829 -0.682  0.00
H 4.600 -2.807 2.993  0.00
H -0.622 1.817 -1.631  0.00
H -2.584 0.217 -1.278  0.01
H 2.634 1.374 1.177  0.00
H -1.597 -3.893 -2.420  0.00
H 3.519 3.606 0.508  0.00
H -4.058 -1.117 0.530  0.01
H 2.783 -1.670 4.270  0.00
H 0.931 -1.170 -4.648  0.00
H -5.340 0.835 1.949  0.02
H -1.239 -2.520 -0.359  0.00

Record 4
DFT (ωB97M-V/def2-TZVPD) results for a 2-piece molecular cluster, H3IN2 overall.

## Properties
Charge   0
Frontier orbital gap (alpha / beta)   7.7 / 7.9 eV
E_LUMO (alpha / beta)   -0.74 / -0.71 eV
F_max   3.583 eV/Å
Energy above the lowest of the compared OMol25 structures with the same formula, charge and spin   2.959 eV

Last column: Mulliken charge in e.
Cartesian coordinates (Å):
I -2.331 0.039 -0.055  0.13
N -0.340 0.367 0.495  -0.41
N 0.530 -0.613 0.157  -0.30
H 0.051 1.778 -0.402  0.10
H 1.498 -0.644 0.588  0.25
H 0.593 -0.927 -0.783  0.24

Record 5
DFT (ωB97M-V/def2-TZVPD) results for the molecule C5H8N2O2.

## Properties
Charge   0
Frontier orbital gap   8.0 eV
E_LUMO   -0.06 eV
F_max   3.635 eV/Å
Energy above the lowest of the compared OMol25 structures with the same formula, charge and spin   2.804 eV

Last column: Mulliken charge in e.
Cartesian coordinates (Å):
O 1.114 2.341 0.090  -0.62
O 2.472 -0.032 0.455  -0.56
N 0.916 -2.161 -0.820  -0.55
N -1.937 -1.324 -0.934  -0.64
C 0.468 -0.945 -0.396  0.43
C -0.821 1.502 1.235  -1.03
C 0.425 1.350 0.392  0.55
C -0.975 -0.467 -0.927  -0.38
C 1.099 0.014 0.296  0.20
H -0.578 2.126 2.100  0.33
H -2.748 -0.961 -1.446  0.26
H 0.208 -2.738 -1.277  0.27
H -1.091 0.493 -1.452  0.48
H -1.193 0.542 1.598  0.36
H -1.588 2.007 0.646  0.31
H 1.485 -2.649 -0.133  0.25
H 2.744 0.901 0.575  0.34

Record 6
DFT (ωB97M-V/def2-TZVPD) results for a 3-piece molecular cluster, C36H59ClFN3O5 overall.

## Properties
Charge   0
Multiplicity   3
Frontier orbital gap (alpha / beta)   8.3 / 9.1 eV
E_LUMO (alpha / beta)   -0.08 / -0.08 eV
F_max   2.651 eV/Å

Last column: Löwdin spin population.
Cartesian coordinates (Å):
Cl -2.795 -4.714 0.883  0.00
F 1.362 -0.047 -0.045  0.00
O -0.822 -6.572 -3.974  0.00
O -4.118 1.556 0.824  0.56
O -2.291 -2.719 -5.893  0.00
O 1.699 -4.515 -0.846  0.00
O 3.736 2.954 1.178  0.55
N -3.472 1.635 1.951  0.35
N 3.886 4.119 1.735  0.35
N -0.111 -5.487 -1.998  0.00
C -2.742 -1.092 2.768  0.00
C 5.038 4.043 2.681  0.03
C 0.962 -4.550 -1.800  0.00
C 1.432 4.304 1.311  0.00
C 3.390 3.807 4.615  0.00
C -1.154 1.619 2.868  0.00
C 2.343 -1.762 -2.236  0.00
C -1.867 -5.861 -0.194  0.00
C -1.463 1.755 0.474  0.00
C 2.226 0.470 -1.000  0.00
C 2.004 -0.241 -2.323  0.00
C -4.273 0.945 3.005  0.03
C 0.214 -4.352 -4.042  0.00
C 2.564 6.070 2.550  0.00
C -5.748 1.348 2.935  0.00
C -0.803 -4.528 -6.338  0.00
C -1.414 -5.054 -1.431  0.00
C -2.013 -0.383 1.629  0.01
C -0.329 -5.625 -3.411  0.00
C 4.680 3.302 3.972  0.01
C 2.243 3.804 3.608  0.01
C 0.046 -3.822 -5.287  0.00
C -0.729 -6.516 0.602  0.00
C 2.571 4.541 2.306  0.03
C 1.552 -2.504 -3.318  0.00
C 5.544 5.457 3.028  0.00
C 0.681 -2.612 -5.531  0.00
C -4.042 -1.337 -5.079  0.00
C -3.246 -1.773 -6.323  0.00
C 0.966 -3.706 -3.052  0.00
C 1.422 -1.949 -4.588  0.00
C -4.176 -0.580 2.899  0.01
C -1.770 -3.487 -6.958  0.00
C -3.811 1.405 4.410  0.00
C 6.247 3.365 2.032  0.00
C -2.080 1.143 1.730  0.03
H -2.169 -5.217 -2.209  0.00
H 4.871 6.023 3.667  0.00
H -6.291 0.896 3.765  0.00
H 2.848 6.341 3.567  0.00
H 1.982 2.764 3.385  0.00
H 1.625 4.812 0.364  0.00
H -0.669 -7.565 0.299  0.00
H -0.970 -0.706 1.605  0.00
H 0.500 4.697 1.719  0.00
H -4.745 -0.925 2.029  0.00
H -2.755 -2.167 2.578  0.00
H -4.379 -2.241 -4.563  0.00
H 3.538 4.809 5.028  0.00
H 1.265 3.246 1.110  0.00
H -2.590 -6.631 -0.461  0.00
H 6.071 2.308 1.834  0.00
H 3.401 -1.908 -2.489  0.00
H 6.515 3.855 1.095  0.00
H -0.155 -4.952 -7.109  0.00
H -4.647 -1.038 3.772  0.00
H 3.269 0.451 -0.669  0.00
H -2.602 -3.998 -7.463  0.00
H -1.950 1.407 -0.438  0.00
H -1.421 -5.259 -5.819  0.00
H -1.456 -3.983 -1.197  0.00
H 2.109 -2.155 -1.247  0.00
H -1.247 2.697 3.020  0.00
H -5.864 2.431 3.006  0.00
H -2.756 -0.871 -6.723  0.00
H 5.502 3.388 4.686  0.00
H -1.333 1.124 3.819  0.00
H 6.488 5.398 3.571  0.00
H 0.227 -5.997 0.528  0.00
H -3.063 0.746 4.850  0.00
H -4.644 1.421 5.113  0.00
H 2.606 0.205 -3.118  0.00
H 1.356 4.249 4.065  0.00
H 3.132 3.167 5.462  0.00
H 0.933 -0.182 -2.550  0.00
H -3.326 -0.851 -4.409  0.00
H -1.219 -2.863 -7.680  0.00
H 0.588 -2.160 -6.515  0.00
H -2.199 -0.959 3.708  0.00
H 1.894 -1.005 -4.824  0.00
H -1.027 -6.533 1.656  0.00
H -1.513 2.845 0.498  0.00
H -2.454 -0.707 0.680  0.00
H 5.725 6.039 2.122  0.00
H 4.568 2.233 3.763  0.00
H -0.415 1.468 0.398  0.00
H 3.226 6.587 1.855  0.00
H 1.960 1.526 -1.138  0.00
H -3.933 -2.172 -7.083  0.00
H -0.113 1.413 2.616  0.00
H 7.106 3.423 2.700  0.00
H -6.231 1.006 2.021  0.00
H 1.569 6.488 2.398  0.00
H -4.872 -0.688 -5.360  0.00
H -3.408 2.418 4.384  0.00

Record 7
DFT (ωB97M-V/def2-TZVPD) results for a 3-piece molecular cluster, C4H5N2O3 overall.

## Properties
Charge   +1
Frontier orbital gap (alpha / beta)   7.9 / 7.9 eV
E_LUMO (alpha / beta)   -7.08 / -7.08 eV
F_max   6.246 eV/Å
Energy above the lowest of the compared OMol25 structures with the same formula, charge and spin   3.141 eV

Last column: Mulliken charge in e.
Cartesian coordinates (Å):
O -1.765 1.140 -0.134  -0.37
O -4.036 1.018 0.127  -0.29
O -0.592 -2.484 -0.454  -0.28
N 1.206 1.020 -0.502  -0.01
N 0.422 -0.901 -0.111  0.06
C 0.954 -0.517 1.074  -0.24
C 0.557 -0.009 -1.054  -0.11
C 1.467 0.694 0.840  -0.28
C -2.914 1.086 0.006  0.65
H -0.066 -3.162 -0.096  0.36
H 1.046 -0.921 2.076  0.39
H 0.265 -0.028 -2.133  0.38
H 1.956 1.291 1.455  0.52
H 1.500 1.773 -1.096  0.22

Record 8
DFT (ωB97M-V/def2-TZVPD) results for the molecule C5H8N2S.

## Properties
Charge   0
Frontier orbital gap   6.9 eV
E_LUMO   -1.32 eV
F_max   4.443 eV/Å
Energy above the lowest of the compared OMol25 structures with the same formula, charge and spin   3.426 eV

Last column: Mulliken charge in e.
Cartesian coordinates (Å):
S -2.693 0.531 -0.492  -0.11
N 0.677 0.411 1.423  -0.57
N 0.535 -0.065 -0.761  -0.19
C 0.066 0.584 2.710  -0.67
C 1.176 -0.328 -3.054  -0.93
C -0.073 0.020 0.451  0.81
C 0.243 -0.574 -2.053  0.21
C -1.608 -0.200 0.625  -0.54
H -0.691 -1.221 -2.189  0.28
H -0.719 -0.235 2.996  0.20
H 1.408 0.422 -0.687  0.22
H 2.133 0.100 -3.009  0.32
H -0.413 1.639 2.907  0.25
H 1.073 -0.910 -4.011  0.21
H 0.889 0.480 3.592  0.24
H -2.004 -0.654 1.553  0.27

Q: The lowest charge belongs to which entry?
A: C2H5O2S2

Q: Number 3 is which compound?
A: C24H20ClNPPt

Q: The lowest F_max belongs to which entry?
A: C36H59ClFN3O5